{
  "formula": "C22H20N4O4S",
  "method": "wB97M-V/def2-TZVPD",
  "elements": ["C", "O", "C", "C", "C", "C", "C", "C", "N", "N", "C", "N", "C", "O", "C", "C", "C", "C", "C", "C", "C", "C", "N", "O", "C", "C", "S", "C", "C", "O", "C", "H", "H", "H", "H", "H", "H", "H", "H", "H", "H", "H", "H", "H", "H", "H", "H", "H", "H", "H", "H"],
  "positions_angstrom": [[6.24452, -4.23967, -1.63852], [4.84536, -4.19368, -1.52151], [4.28468, -3.11415, -0.90833], [4.98033, -2.03776, -0.38712], [4.30548, -0.99210, 0.22537], [2.92495, -0.99613, 0.32006], [2.26479, 0.19531, 0.97603], [0.81738, 0.10623, 1.27625], [0.11104, -0.93972, 1.47801], [-1.16630, -0.71702, 1.74891], [-1.48612, 0.53169, 1.75266], [-2.73936, 0.97284, 2.06401], [-3.38984, 2.12608, 1.67077], [-4.43939, 2.43377, 2.18894], [-2.75398, 2.90359, 0.59974], [-2.18658, 2.45436, -0.63908], [-2.08677, 1.08162, -1.12184], [-0.93067, 0.65419, -1.76951], [-0.81287, -0.66072, -2.17787], [-1.85038, -1.55201, -1.95655], [-3.00993, -1.12595, -1.33100], [-3.13068, 0.18494, -0.91127], [-1.75044, 3.47800, -1.32296], [-2.00646, 4.59746, -0.60308], [-2.62082, 4.27127, 0.53763], [-2.99645, 5.33195, 1.49705], [-0.12229, 1.59990, 1.43979], [2.21673, -2.06829, -0.21010], [2.87612, -3.12880, -0.80868], [2.26555, -4.22745, -1.32913], [0.86917, -4.33542, -1.20318], [6.62828, -3.40469, -2.23481], [6.46573, -5.17595, -2.14851], [6.73264, -4.23871, -0.65793], [6.05625, -2.00019, -0.44423], [4.87330, -0.16688, 0.62947], [2.42163, 1.07780, 0.34590], [2.78485, 0.39448, 1.92122], [-3.28763, 0.34353, 2.64024], [-0.13164, 1.36077, -1.93388], [0.09295, -0.98819, -2.66695], [-1.76266, -2.57997, -2.27583], [-3.82148, -1.81823, -1.16627], [-4.03971, 0.52081, -0.43272], [-3.76486, 4.95561, 2.16663], [-2.12815, 5.63568, 2.08189], [-3.36367, 6.20210, 0.95815], [1.14409, -2.07470, -0.12730], [0.61153, -5.30359, -1.63019], [0.35544, -3.54453, -1.75818], [0.55292, -4.30140, -0.15591]],
  "forces_ev_per_a": [[0.22, 0.01, -0.01], [-0.37, 0.12, 0.10], [-0.16, -0.13, -0.06], [0.08, -0.21, -0.12], [-0.24, 0.03, 0.05], [0.25, 0.06, 0.01], [0.38, 0.00, -0.05], [-0.45, 1.09, 0.14], [1.30, -0.71, -0.14], [-1.73, 0.12, 0.36], [1.34, 0.62, -0.28], [-0.71, -0.14, 0.43], [0.09, -0.13, 0.09], [-0.15, 0.10, 0.08], [0.11, 0.89, -0.54], [-0.21, 0.80, 0.33], [0.05, -0.31, -0.35], [-0.10, 0.04, 0.07], [0.06, -0.03, -0.08], [-0.03, -0.04, 0.00], [-0.06, -0.06, 0.00], [0.05, 0.16, -0.13], [0.27, -1.03, -0.88], [-0.28, 0.54, 0.81], [-0.20, -0.93, 0.26], [0.11, 0.08, -0.12], [-0.06, -1.01, 0.24], [-0.06, -0.25, -0.19], [0.22, -0.06, -0.09], [0.38, 0.11, 0.02], [-0.20, -0.01, 0.04], [-0.01, -0.02, 0.04], [0.04, 0.08, 0.04], [-0.02, 0.02, -0.04], [0.11, -0.05, -0.04], [0.06, 0.10, 0.06], [0.01, -0.02, 0.08], [-0.03, 0.06, -0.10], [0.03, 0.12, -0.07], [0.10, 0.06, -0.01], [0.08, -0.04, -0.04], [0.02, -0.08, -0.03], [-0.07, -0.06, 0.02], [-0.08, 0.01, 0.03], [-0.02, 0.01, 0.00], [0.03, 0.04, 0.03], [-0.06, 0.06, 0.02], [-0.05, -0.11, -0.02], [-0.04, 0.08, 0.03], [0.00, 0.00, 0.03], [0.00, 0.02, -0.03]],
  "nbo_charge": [-0.2498, -0.4833, 0.2449, -0.2903, -0.2140, -0.0234, -0.4704, 0.0935, -0.2691, -0.2953, 0.2261, -0.6320, 0.6820, -0.5708, -0.3263, 0.1531, -0.0186, -0.1982, -0.2142, -0.2018, -0.1896, -0.2166, -0.1226, -0.2612, 0.4157, -0.6791, 0.3203, -0.3192, 0.3386, -0.4963, -0.2500, 0.1733, 0.2004, 0.1739, 0.2195, 0.2050, 0.2323, 0.2412, 0.4337, 0.2272, 0.2220, 0.2143, 0.2174, 0.2176, 0.2583, 0.2385, 0.2435, 0.2488, 0.1986, 0.1679, 0.1845],
  "gap_ev": 8.2215,
  "lumo_energy_ev": 0.28,
  "smiles": "COc1ccc(Cc2nnc(NC(=O)c3c(-c4ccccc4)noc3C)s2)cc1OC",
  "homo_ev": -7.9
}

{
  "formula": "C3H4BrF3",
  "method": "wB97M-V/def2-TZVPD",
  "elements": ["F", "C", "F", "Br", "H", "C", "C", "F", "H", "H", "H"],
  "positions_angstrom": [[3.38000, 1.47447, 0.65749], [3.48015, 0.71930, -0.45857], [4.59060, 1.25093, -1.11766], [3.84427, -1.05560, 0.11241], [2.53516, 0.84642, -1.10611], [-0.96018, -0.15770, -0.89832], [-0.44176, 1.01846, -0.57753], [-0.57789, 1.41042, 0.69142], [-0.93907, -0.47578, -1.94695], [-1.44600, -0.67103, -0.10432], [-0.06708, 1.62494, -1.32789]],
  "forces_ev_per_a": [[-0.47, -0.06, -0.25], [0.31, 1.74, -0.67], [-1.38, -0.91, 0.26], [-0.09, -0.33, -0.31], [1.61, -0.45, 0.98], [0.50, 0.86, -0.75], [-1.74, -2.71, 0.43], [0.58, 0.92, 0.06], [-0.06, -0.11, 0.67], [-0.35, -0.84, 0.18], [1.09, 1.90, -0.60]],
  "nbo_charge": [-0.3298, 0.4582, -0.3449, 0.0382, 0.1763, -0.4807, 0.2163, -0.3268, 0.2150, 0.2147, 0.1636],
  "gap_ev": 10.9874,
  "lumo_energy_ev": 0.71,
  "smiles": "FC(F)Br.C=CF",
  "homo_ev": -10.3
}

{
  "formula": "C34H58CaN2O4Si",
  "method": "wB97M-V/def2-TZVPD",
  "elements": ["O", "O", "C", "C", "H", "H", "H", "H", "H", "C", "C", "H", "H", "H", "H", "H", "C", "C", "C", "H", "H", "H", "H", "H", "C", "H", "H", "H", "H", "H", "H", "N", "C", "C", "C", "C", "H", "H", "H", "C", "H", "H", "H", "N", "C", "C", "C", "C", "H", "C", "H", "C", "H", "C", "C", "C", "C", "C", "C", "H", "C", "H", "C", "H", "C", "C", "Ca", "H", "H", "H", "H", "H", "H", "H", "H", "H", "H", "H", "H", "H", "C", "Si", "H", "H", "C", "C", "C", "H", "H", "H", "H", "H", "H", "H", "H", "H", "O", "C", "O", "H"],
  "positions_angstrom": [[-1.15871, 1.07170, 2.83474], [-2.23082, 3.09160, 1.95454], [-1.96419, 0.02950, 3.45637], [-1.14761, -1.03531, 4.14473], [-2.55098, -0.40082, 2.63699], [-2.65854, 0.50984, 4.16089], [-0.42967, -1.51993, 3.47111], [-1.83603, -1.81243, 4.49262], [-0.63192, -0.66031, 5.03563], [-0.12853, 1.67364, 3.68537], [-0.69667, 2.43478, 4.84189], [0.44750, 2.30564, 3.00586], [0.52407, 0.85604, 4.00104], [-1.28971, 3.29241, 4.50389], [0.12787, 2.82303, 5.45090], [-1.31501, 1.78554, 5.46966], [-1.27260, 3.99697, 1.19278], [-3.64503, 3.01839, 1.49922], [-0.97355, 5.17897, 2.06633], [-1.77488, 4.25975, 0.25614], [-0.39245, 3.37906, 0.99033], [-1.89122, 5.70726, 2.35244], [-0.33712, 5.88015, 1.52062], [-0.43180, 4.86746, 2.96760], [-4.44790, 4.11525, 2.14697], [-3.98103, 2.02415, 1.79913], [-3.64308, 3.09524, 0.40720], [-4.38217, 4.07590, 3.24132], [-5.49772, 3.97445, 1.87740], [-4.14330, 5.10926, 1.80002], [-1.78926, 2.13173, 2.24836], [1.16669, -2.80004, -0.88065], [1.02327, -3.15890, -2.15102], [1.02907, -2.24166, -3.23489], [1.51111, -0.91167, -3.25127], [0.78799, -4.62814, -2.45250], [-0.21090, -4.94573, -2.10300], [1.54467, -5.26787, -1.96608], [0.84168, -4.78332, -3.53560], [1.38828, -0.07928, -4.51178], [2.38383, 0.27388, -4.83476], [0.74037, 0.79949, -4.33481], [0.94724, -0.67514, -5.31976], [2.08415, -0.34877, -2.18962], [1.06974, -3.67598, 0.23403], [-0.19553, -3.92271, 0.82443], [-1.44330, -3.30325, 0.27277], [-0.27275, -4.71248, 1.96854], [-1.25636, -4.88439, 2.41817], [0.88184, -5.28056, 2.51200], [0.80471, -5.91305, 3.39619], [2.12962, -5.04541, 1.92702], [3.04023, -5.47484, 2.35654], [2.23479, -4.26284, 0.78052], [3.55684, -3.99052, 0.14391], [2.99226, 0.72607, -2.21883], [2.52179, 2.05466, -2.09068], [1.05216, 2.35234, -2.02122], [3.44286, 3.10162, -2.07571], [3.07169, 4.12939, -1.98840], [4.80990, 2.84112, -2.17633], [5.52436, 3.66615, -2.18910], [5.27267, 1.52502, -2.29767], [6.34021, 1.30428, -2.36491], [4.37616, 0.46237, -2.33177], [4.85201, -0.93813, -2.52145], [0.81031, -0.52506, -0.21347], [-1.82419, -2.50560, 0.93014], [-2.24087, -4.05514, 0.18392], [-1.29657, -2.85864, -0.71487], [3.59636, -4.33511, -0.89503], [4.35635, -4.50634, 0.68420], [3.79174, -2.92177, 0.14251], [0.90459, 3.32457, -1.53190], [0.45763, 1.62549, -1.44467], [0.59775, 2.41955, -3.02352], [4.28481, -1.64035, -1.90590], [5.91235, -1.02285, -2.25533], [4.73112, -1.25851, -3.56514], [0.66540, -2.64111, -4.18255], [-1.74932, 0.34811, -0.30662], [-2.98033, 0.15122, -1.68708], [-2.13861, 0.08064, 0.68368], [-1.29908, 1.35472, -0.25738], [-4.77132, -0.15372, -1.14171], [-2.49828, -1.27830, -2.81086], [-3.04172, 1.74307, -2.70733], [-2.93585, 2.62367, -2.05982], [-3.98631, 1.84994, -3.26107], [-2.22152, 1.76169, -3.43731], [-4.85547, -1.04563, -0.50780], [-5.42252, -0.31357, -2.01555], [-5.19805, 0.69041, -0.58268], [-2.20550, -2.15955, -2.22627], [-1.65642, -0.99944, -3.46064], [-3.33157, -1.58615, -3.46065], [3.13681, -0.63786, 0.51065], [2.78895, 0.15446, 1.43762], [1.59396, 0.59958, 1.58790], [3.52409, 0.46695, 2.19018]],
  "forces_ev_per_a": [[0.09, 0.31, 0.30], [0.21, 0.52, -0.73], [-0.17, 0.38, -0.15], [0.07, -0.30, 0.14], [0.18, 0.16, 0.12], [0.08, -0.14, -0.08], [-0.10, 0.23, 0.11], [0.04, 0.08, -0.07], [-0.01, -0.07, -0.21], [0.08, -0.63, -0.52], [-0.17, 0.27, 0.34], [-0.02, -0.19, 0.08], [0.01, 0.29, -0.11], [-0.02, -0.19, 0.14], [-0.15, -0.10, -0.05], [0.07, 0.21, 0.04], [-0.74, -0.74, 0.39], [0.54, 0.04, 0.00], [0.09, 0.25, 0.20], [0.11, -0.16, 0.19], [-0.23, 0.05, -0.06], [0.24, -0.14, -0.03], [-0.02, -0.06, 0.01], [-0.17, 0.12, -0.17], [-0.11, 0.15, 0.18], [0.09, 0.09, -0.14], [0.05, -0.24, 0.20], [0.06, 0.01, -0.25], [0.07, 0.05, -0.03], [-0.05, -0.20, 0.08], [-0.05, -0.31, 0.01], [-0.26, 0.23, -0.39], [0.08, -0.12, 1.31], [-0.11, 0.17, -0.20], [0.49, 0.36, 0.64], [-0.09, -0.02, -0.39], [0.39, 0.11, -0.04], [-0.32, 0.32, -0.10], [-0.05, -0.12, 0.23], [0.15, -0.35, -0.47], [-0.41, -0.03, 0.13], [0.36, -0.45, -0.03], [0.11, 0.19, 0.09], [-0.24, -0.46, -0.12], [-0.26, -0.61, -0.48], [0.68, 0.26, -0.03], [-0.51, 0.03, -0.16], [0.42, -0.21, 0.11], [0.37, -0.03, -0.08], [-0.14, 0.03, 0.09], [0.05, 0.16, -0.17], [-0.30, -0.03, -0.01], [-0.36, 0.09, -0.12], [-0.46, 0.32, 0.07], [0.57, -0.04, -0.09], [-0.57, 0.48, -0.64], [0.54, -0.47, -0.01], [-0.36, 0.30, 0.16], [0.25, -0.07, 0.04], [0.22, -0.33, -0.04], [0.12, 0.02, -0.08], [-0.21, -0.20, 0.09], [-0.34, 0.29, 0.07], [-0.26, 0.18, -0.01], [-0.43, 0.38, 0.07], [0.22, -0.43, 0.04], [-0.27, -0.66, -0.64], [0.09, -0.15, -0.17], [0.15, 0.16, 0.04], [0.06, -0.12, 0.31], [-0.09, 0.08, 0.06], [-0.09, 0.02, -0.02], [-0.16, -0.06, -0.04], [-0.03, -0.10, -0.14], [0.21, 0.24, -0.38], [0.08, -0.06, 0.36], [-0.05, 0.13, -0.01], [-0.16, 0.01, -0.13], [0.03, 0.03, 0.14], [0.09, 0.18, 0.24], [0.06, -0.04, -0.26], [0.65, 0.22, 0.74], [0.06, -0.01, -0.09], [-0.31, 0.06, 0.08], [-0.20, -0.14, 0.02], [-0.36, -0.11, -0.38], [-0.03, 0.08, -0.31], [0.00, -0.11, -0.09], [0.23, -0.05, 0.06], [-0.11, 0.10, 0.10], [0.01, 0.09, -0.05], [0.18, 0.00, 0.17], [0.15, -0.08, -0.04], [-0.04, 0.26, -0.21], [-0.09, -0.12, 0.22], [0.16, 0.06, 0.04], [-0.51, 1.28, 1.76], [-0.16, -1.00, -1.06], [0.80, 0.08, 0.24], [0.24, 0.08, 0.02]],
  "mulliken_charge": [0.1024, 0.4157, -0.2804, -1.4975, 0.3701, 0.3104, 0.2801, 0.4730, 0.3670, -0.5032, -1.3846, 0.2830, 0.6335, 0.1905, 0.4038, 0.3596, 0.2208, 0.4450, -1.3413, 0.4223, -0.1000, 0.2546, 0.4534, 0.2765, -1.4603, 0.2143, -0.0926, 0.2882, 0.4576, 0.2898, 0.1631, 1.7528, 0.3920, -1.6974, 1.1614, -1.5879, 0.2495, 0.2606, 0.4812, -1.7924, 0.3881, 0.1772, 0.4589, 1.1208, -0.6529, 1.4177, -0.7062, -0.5092, 0.4518, -0.8602, 0.3868, -1.0290, 0.3914, 0.7163, -1.1389, -0.7973, 1.5186, -1.0556, -1.0103, 0.4071, -0.8649, 0.3950, -0.9920, 0.4093, 1.0587, -1.2882, 1.0175, 0.0444, 0.5370, -0.8663, 0.2306, 0.4361, 0.1093, 0.3748, -0.1629, 0.3895, -0.0264, 0.4613, 0.2633, 0.2382, 0.5024, -0.1237, -0.4038, -0.3127, -1.1025, -0.8388, -1.0128, 0.1498, 0.3827, 0.2841, 0.3164, 0.3286, 0.2248, 0.1045, 0.1182, 0.4550, -0.3301, -0.4460, -0.3376, 0.3676],
  "gap_ev": 6.6548,
  "lumo_energy_ev": 0.06,
  "homo_ev": -6.6
}

{
  "formula": "C6H12O2",
  "method": "wB97M-V/def2-TZVPD",
  "elements": ["C", "C", "C", "C", "C", "C", "O", "H", "H", "H", "H", "H", "H", "H", "H", "H", "H", "O", "H", "H"],
  "positions_angstrom": [[0.39391, -3.16002, -0.48165], [-0.22660, -1.88061, -0.89794], [-0.19054, -0.72976, -0.20156], [-1.10411, 0.38761, -0.55542], [-0.50645, 1.83827, -0.51691], [-0.48388, 2.55475, 0.78859], [-0.80217, 1.98882, 1.80987], [0.87457, -3.56100, -1.37910], [-0.36960, -3.86860, -0.16119], [1.10769, -2.99898, 0.31952], [-0.76231, -1.65552, -1.82018], [0.26444, -0.66373, 0.78341], [-1.90144, 0.48616, 0.22552], [-1.84571, 0.40822, -1.35981], [-1.00159, 2.30205, -1.37694], [0.59185, 1.70656, -0.64736], [-0.22317, 3.64225, 0.81877], [2.38446, 1.25997, 1.42529], [1.48963, 1.61562, 1.57438], [2.31104, 0.32792, 1.65272]],
  "forces_ev_per_a": [[-0.13, 0.00, -1.06], [-0.08, 2.44, 0.74], [-1.03, -1.28, -0.44], [-1.57, 2.60, 2.11], [1.02, -1.52, -0.92], [-1.70, 0.12, 0.22], [0.50, 0.26, 0.23], [0.25, -0.38, 0.38], [0.03, -0.09, 0.03], [0.11, -0.08, 0.04], [0.01, -1.28, -0.22], [0.15, 0.05, -0.07], [0.73, -0.57, 0.24], [1.04, -1.10, -0.87], [0.73, 0.93, 0.43], [-0.36, 0.42, -0.82], [0.19, -0.46, -0.19], [-0.49, 0.25, -0.02], [0.58, -0.32, 0.19], [0.01, 0.02, 0.00]],
  "nbo_charge": [-0.6439, -0.1676, -0.2017, -0.4524, -0.5330, 0.4210, -0.5426, 0.2184, 0.2220, 0.2160, 0.1982, 0.1894, 0.2287, 0.2249, 0.2397, 0.2507, 0.1313, -0.9380, 0.4693, 0.4696],
  "gap_ev": 10.0740,
  "lumo_energy_ev": 0.90,
  "smiles": "C/C=C/CCC=O.O",
  "homo_ev": -9.2
}

Computed energy relative to the best compared isomer or geometry (same formula, charge and spin) (eV) in order:
0.929, 0.748, 0.000, 2.597